[1]
C9H14N2O2 | ωB97M-V with the def2-TZVPD basis set

Last column: Löwdin charge in e.
CARTESIAN COORDINATES (ANGSTROEM)
O (-1.078, 2.057, -0.551)  0.08
O (0.986, 2.283, -0.599)  0.13
N (0.015, 1.684, -0.356)  -0.41
N (-1.262, -0.403, -1.991)  0.05
C (2.388, -0.090, -1.757)  -0.11
C (0.120, 0.229, 0.102)  -0.28
C (1.479, -0.084, 0.551)  -0.02
C (-0.043, -0.487, -1.352)  -0.32
C (-1.167, -1.481, 1.517)  -0.05
C (-1.071, 0.025, 1.068)  -0.32
C (1.151, -0.135, -2.236)  -0.04
C (2.501, -0.108, -0.357)  -0.09
C (-1.149, 0.978, 2.310)  -0.04
H (-0.609, 0.513, 3.074)  0.05
H (-1.598, -2.062, 0.695)  0.08
H (0.176, -1.609, -1.286)  0.19
H (-2.103, 0.101, 0.483)  0.15
H (-2.102, -0.946, -1.840)  0.09
H (-1.512, 0.563, -2.266)  0.10
H (1.090, -0.267, -3.290)  0.10
H (-0.595, 1.989, 2.148)  0.12
H (-0.221, -1.898, 1.716)  0.05
H (3.489, -0.283, 0.123)  0.12
H (-2.155, 1.040, 2.525)  0.05
H (1.710, -0.073, 1.578)  0.10
H (-1.738, -1.596, 2.394)  0.06
H (3.298, 0.057, -2.404)  0.13

DFT total energy   -16630.1892 eV
F_max   4.38 eV/Å
SMILES   CC(C)[C@@]1([N+](=O)[O-])C=CC=C[C@@H]1N
LUMO level   0.40 eV
E_HOMO   -8.543 eV

[2]
C21H21FN4O2 | ωB97M-V with the def2-TZVPD basis set

Last column: Löwdin charge in e.
CARTESIAN COORDINATES (ANGSTROEM)
F (-0.207, 1.439, 6.524)  0.06
O (-1.901, 0.740, -6.600)  -0.05
O (-0.493, 0.544, -1.825)  0.10
N (1.268, -0.870, -2.021)  0.12
N (-1.373, -0.127, -5.869)  -0.25
N (-0.837, -1.636, 1.610)  0.10
N (-0.381, -0.501, 2.160)  -0.04
C (-0.315, -0.746, -3.813)  -0.11
C (0.630, 0.033, 1.425)  -0.14
C (3.661, 0.413, 1.494)  -0.03
C (1.327, 1.332, 1.607)  -0.06
C (1.845, -0.596, -0.710)  -0.23
C (0.129, -0.286, -2.454)  -0.45
C (0.829, -0.820, 0.361)  -0.13
C (3.200, 2.748, 0.749)  -0.05
C (-0.998, -0.024, 3.324)  -0.18
C (-0.929, 0.935, 5.502)  -0.27
C (-1.237, -1.406, -6.298)  -0.01
C (-2.383, -0.120, 3.428)  -0.01
C (-3.026, 0.323, 4.568)  -0.07
C (-0.923, 0.184, -4.631)  0.05
C (-0.112, -1.848, 0.535)  -0.07
C (2.356, 0.852, -0.629)  -0.09
C (-0.660, -2.376, -5.513)  -0.05
C (-2.305, 0.868, 5.617)  -0.01
C (-0.179, -2.061, -4.251)  -0.03
C (2.642, 1.325, 0.805)  -0.54
C (-0.256, 0.490, 4.380)  0.06
H (4.553, 0.308, 0.881)  0.09
H (-4.100, 0.249, 4.641)  0.11
H (3.245, -0.575, 1.675)  0.08
H (3.957, 0.837, 2.451)  0.09
H (2.678, -1.299, -0.589)  0.15
H (1.538, 1.549, 2.654)  0.11
H (0.821, 0.522, 4.360)  0.12
H (-1.068, 1.205, -4.314)  0.15
H (-2.787, 1.226, 6.513)  0.12
H (-2.932, -0.552, 2.607)  0.11
H (0.676, 2.128, 1.231)  0.14
H (1.768, -1.483, -2.642)  0.14
H (3.346, 3.141, 1.753)  0.09
H (-1.619, -1.600, -7.288)  0.13
H (-0.287, -2.712, -0.075)  0.11
H (3.258, 0.952, -1.237)  0.13
H (-0.587, -3.382, -5.894)  0.11
H (0.253, -2.823, -3.622)  0.11
H (2.518, 3.408, 0.218)  0.09
H (4.159, 2.762, 0.236)  0.09
H (1.584, 1.495, -1.053)  0.12

DFT total energy   -34889.6635 eV
F_max   1.04 eV/Å
SMILES   CC1(C)Cc2c(cnn2-c2cccc(F)c2)[C@@H](NC(=O)c2ccc[n+]([O-])c2)C1
LUMO level   0.23 eV
E_HOMO   -8.633 eV

| no. | Kohn-Sham gap (eV) |
| --- | --- |
| 1 | 8.947 |
| 2 | 8.862 |